1.
{
  "formula": "C30H67N10O9P3",
  "method": "wB97M-V/def2-TZVPD",
  "elements": ["O", "C", "N", "C", "O", "C", "C", "C", "C", "C", "O", "C", "C", "O", "C", "O", "C", "C", "O", "H", "H", "H", "H", "H", "H", "H", "H", "H", "H", "H", "H", "H", "C", "N", "C", "P", "O", "N", "C", "C", "N", "C", "C", "H", "H", "H", "H", "H", "H", "H", "H", "H", "H", "H", "H", "H", "H", "H", "H", "H", "H", "C", "N", "C", "P", "O", "N", "C", "C", "N", "C", "C", "H", "H", "H", "H", "H", "H", "H", "H", "H", "H", "H", "H", "H", "H", "H", "H", "H", "H", "C", "N", "C", "P", "O", "N", "C", "C", "N", "C", "C", "H", "H", "H", "H", "H", "H", "H", "H", "H", "H", "H", "H", "H", "H", "H", "H", "H", "H"],
  "coordinates": [[3.356, -0.008, 2.046], [3.117, 1.057, 1.543], [2.630, 1.281, 0.201], [1.861, 2.503, 0.193], [0.999, 2.826, -0.573], [2.432, 3.284, 1.381], [3.200, 2.440, 2.192], [3.834, 2.861, 3.332], [3.727, 4.202, 3.665], [2.977, 5.055, 2.871], [2.875, 6.393, 3.203], [2.301, 4.616, 1.730], [1.446, 5.571, 0.899], [0.098, 5.731, 1.327], [-0.405, 4.653, 2.051], [-1.809, 4.815, 2.119], [-2.356, 3.740, 2.848], [-3.796, 3.419, 2.334], [-3.922, 3.703, 0.950], [3.469, 1.515, -0.337], [4.422, 2.154, 3.910], [4.219, 4.612, 4.543], [3.571, 6.866, 2.731], [1.515, 5.332, -0.172], [1.908, 6.564, 0.998], [-0.234, 3.677, 1.563], [-0.044, 4.653, 3.101], [-2.400, 3.951, 3.930], [-1.769, 2.811, 2.735], [-4.001, 2.355, 2.505], [-4.471, 4.009, 2.967], [-3.981, 2.861, 0.493], [2.588, 1.646, -6.445], [3.804, 1.343, -5.723], [4.956, 1.702, -6.545], [4.082, -0.038, -4.732], [5.035, 0.620, -3.749], [2.798, -0.271, -3.567], [1.886, 0.822, -3.263], [3.278, -0.848, -2.313], [3.263, -1.131, -5.879], [1.948, -1.710, -5.655], [4.186, -2.209, -6.302], [2.461, 1.032, -7.348], [2.599, 2.694, -6.757], [1.697, 1.536, -5.831], [5.060, 1.027, -7.408], [5.877, 1.649, -5.963], [4.872, 2.726, -6.913], [2.407, 1.775, -3.103], [1.306, 0.600, -2.366], [1.140, 0.950, -4.050], [3.733, -0.101, -1.663], [4.026, -1.623, -2.504], [2.456, -1.323, -1.771], [1.907, -2.367, -4.783], [1.671, -2.303, -6.533], [1.183, -0.941, -5.563], [4.359, -2.928, -5.494], [5.155, -1.785, -6.592], [3.801, -2.745, -7.171], [2.036, -8.277, -4.344], [3.113, -7.402, -4.752], [3.564, -7.782, -6.088], [4.383, -6.814, -3.750], [4.585, -5.485, -4.452], [3.763, -6.113, -2.272], [2.359, -5.738, -2.179], [4.580, -4.997, -1.792], [4.587, -8.393, -2.937], [4.153, -8.668, -1.576], [5.978, -8.872, -3.095], [2.356, -9.321, -4.219], [1.246, -8.261, -5.098], [1.562, -7.956, -3.420], [4.085, -8.751, -6.077], [4.250, -7.035, -6.492], [2.724, -7.847, -6.782], [2.010, -5.190, -3.064], [2.187, -5.111, -1.302], [1.722, -6.611, -2.024], [4.362, -4.064, -2.323], [5.644, -5.211, -1.919], [4.408, -4.837, -0.725], [4.663, -8.058, -0.828], [4.358, -9.719, -1.347], [3.077, -8.546, -1.467], [6.678, -8.290, -2.485], [6.289, -8.784, -4.142], [6.067, -9.925, -2.823], [-7.814, 2.814, 8.339], [-6.802, 3.002, 7.323], [-5.671, 3.725, 7.897], [-7.079, 3.383, 5.663], [-5.891, 2.587, 5.127], [-8.251, 2.290, 4.953], [-8.566, 1.033, 5.615], [-7.985, 2.022, 3.539], [-8.395, 4.524, 6.077], [-9.808, 4.246, 5.874], [-8.097, 5.866, 5.529], [-8.259, 3.759, 8.681], [-7.371, 2.324, 9.209], [-8.618, 2.159, 8.015], [-5.931, 4.771, 8.118], [-4.824, 3.727, 7.209], [-5.329, 3.250, 8.818], [-7.670, 0.498, 5.954], [-9.120, 0.374, 4.943], [-9.235, 1.186, 6.464], [-7.201, 1.270, 3.399], [-7.667, 2.932, 3.023], [-8.895, 1.672, 3.045], [-10.074, 4.101, 4.825], [-10.391, 5.092, 6.253], [-10.132, 3.381, 6.450], [-8.205, 5.891, 4.439], [-7.067, 6.151, 5.772], [-8.749, 6.625, 5.964]],
  "mulliken_charge": [-0.543, -0.101, -0.059, -0.148, -0.543, 0.851, 0.086, -0.608, -0.604, 0.356, -0.591, 0.370, -0.684, -0.380, 0.205, -0.346, -0.429, -0.214, -0.533, 0.342, 0.478, 0.465, 0.341, 0.271, 0.477, 0.041, 0.243, 0.300, 0.298, 0.354, -0.007, 0.324, -0.818, 0.090, -1.128, 1.013, -0.881, 0.374, -1.328, -0.934, 0.007, -0.730, -1.287, 0.295, 0.381, 0.167, 0.334, 0.332, 0.353, 0.297, 0.447, 0.257, 0.065, 0.189, 0.450, 0.165, 0.389, 0.235, 0.504, 0.363, 0.372, -0.821, 0.145, -1.169, 0.877, -0.771, 0.223, -1.232, -1.340, -0.030, -0.876, -1.104, 0.295, 0.374, 0.170, 0.336, 0.305, 0.371, 0.347, 0.406, 0.311, 0.416, 0.367, 0.393, 0.282, 0.405, 0.241, 0.358, 0.354, 0.372, -0.845, 0.114, -1.104, 0.997, -0.851, 0.130, -1.123, -1.139, -0.027, -0.898, -1.117, 0.295, 0.377, 0.159, 0.337, 0.274, 0.358, 0.315, 0.386, 0.274, 0.331, 0.366, 0.369, 0.283, 0.408, 0.249, 0.357, 0.362, 0.376],
  "lumo_energy_ev": -0.68,
  "smiles": "O=C1NC(=O)c2c1ccc(O)c2COCOCCO.CN(C)P(=O)(N(C)C)N(C)C.CN(C)P(=O)(N(C)C)N(C)C.CN(C)P(=O)(N(C)C)N(C)C",
  "homo_ev": -7.9,
  "relative_energy_ev": 0.000
}



2.
{
  "formula": "C30H68N6O14P3",
  "method": "wB97M-V/def2-TZVPD",
  "elements": ["C", "C", "C", "C", "C", "C", "C", "C", "C", "C", "O", "O", "O", "C", "N", "C", "C", "O", "C", "C", "C", "P", "N", "P", "O", "O", "O", "N", "C", "N", "C", "P", "O", "O", "O", "H", "H", "H", "H", "H", "H", "H", "H", "H", "H", "H", "H", "H", "H", "H", "H", "H", "H", "H", "H", "H", "H", "H", "H", "H", "H", "H", "H", "H", "H", "H", "H", "H", "H", "H", "H", "H", "H", "C", "O", "C", "C", "N", "C", "C", "O", "C", "H", "H", "H", "H", "H", "H", "H", "H", "H", "H", "H", "H", "H", "H", "H", "C", "O", "C", "C", "N", "C", "C", "O", "C", "H", "H", "H", "H", "H", "H", "H", "H", "H", "H", "H", "H", "H", "H", "H"],
  "coordinates": [[-0.370, -4.915, -4.922], [0.152, -3.809, -4.183], [0.645, -2.374, -3.479], [0.080, -1.153, -4.473], [-1.529, -0.897, -4.348], [-2.008, -0.141, -2.934], [-0.755, 0.734, -2.239], [-0.239, 2.017, -3.084], [1.127, 2.675, -2.374], [0.918, 3.081, -0.802], [1.572, 2.322, 0.121], [0.126, 4.204, -0.277], [-2.103, -1.278, -2.033], [-3.185, -1.306, -1.066], [-3.087, -2.634, -0.414], [-1.808, -3.361, -0.440], [-0.544, -2.646, 0.392], [-2.914, -0.264, -0.089], [-3.479, -0.394, 1.222], [-2.377, -0.685, 2.449], [-4.575, -1.063, -1.971], [-6.140, -1.383, -0.836], [-6.358, -2.906, -0.411], [-4.782, -2.405, -3.367], [-3.872, -3.681, -3.159], [-4.492, -1.847, -4.986], [-6.445, -3.034, -3.431], [-4.635, 0.300, -2.614], [-5.522, 1.331, -1.940], [-5.120, 1.762, -0.555], [-3.267, 0.865, -3.060], [-3.435, 1.926, -4.634], [-3.815, 3.457, -4.280], [-4.742, 1.417, -5.727], [-2.054, 2.085, -5.664], [-0.929, -5.506, -5.793], [0.290, -2.264, -2.371], [1.819, -2.427, -3.466], [0.767, -0.219, -4.375], [0.262, -1.576, -5.575], [-1.991, -0.445, -5.314], [-1.984, -2.006, -4.322], [-1.079, 1.177, -1.180], [0.170, 0.029, -1.970], [-1.065, 2.863, -3.024], [0.071, 1.830, -4.196], [2.031, 1.933, -2.530], [1.395, 3.662, -2.960], [0.558, 4.442, 0.617], [-3.800, -2.928, 0.241], [-1.416, -3.722, -1.509], [-1.971, -4.387, 0.151], [-0.526, -1.463, 0.236], [0.444, -3.146, 0.001], [-0.654, -2.948, 1.526], [-4.331, -1.172, 1.392], [-3.948, 0.661, 1.527], [-2.256, -1.840, 2.621], [-1.337, -0.242, 2.093], [-2.662, -0.099, 3.440], [-7.284, -0.987, -1.636], [-6.127, -0.527, 0.339], [-5.582, -3.461, -0.815], [-5.379, -1.599, -5.413], [-6.969, -2.522, -4.131], [-5.155, 0.141, -3.531], [-5.407, 2.327, -2.595], [-6.691, 1.106, -2.061], [-4.564, 2.646, -0.599], [-6.009, 2.004, -0.023], [-3.071, 1.687, -2.210], [-5.596, 1.880, -5.483], [-1.783, 3.061, -5.728], [3.081, -7.094, 4.151], [2.424, -5.909, 4.581], [3.275, -5.008, 5.302], [3.621, -3.774, 4.449], [4.527, -4.115, 3.349], [4.655, -3.072, 2.327], [3.376, -2.616, 1.592], [2.822, -3.595, 0.714], [2.037, -4.590, 1.361], [2.317, -7.808, 3.834], [3.724, -6.893, 3.291], [3.666, -7.544, 4.957], [4.178, -5.506, 5.682], [2.699, -4.670, 6.168], [4.096, -3.020, 5.085], [2.679, -3.363, 4.078], [4.194, -4.955, 2.893], [5.352, -3.459, 1.575], [5.138, -2.197, 2.779], [3.658, -1.774, 0.949], [2.612, -2.224, 2.272], [1.482, -4.195, 2.216], [2.667, -5.430, 1.659], [1.314, -4.977, 0.634], [5.559, 7.208, 1.115], [4.181, 6.869, 1.182], [3.906, 5.504, 0.841], [3.539, 4.684, 2.090], [4.701, 4.474, 2.959], [4.371, 3.977, 4.298], [3.433, 4.829, 5.178], [4.004, 6.057, 5.629], [3.978, 7.107, 4.670], [5.642, 8.297, 1.152], [6.102, 6.804, 1.973], [6.015, 6.856, 0.186], [4.732, 5.043, 0.280], [3.034, 5.523, 0.180], [3.143, 3.712, 1.780], [2.745, 5.225, 2.610], [5.196, 5.350, 3.068], [5.324, 3.869, 4.831], [3.952, 2.967, 4.202], [3.231, 4.250, 6.086], [2.455, 5.000, 4.715], [3.084, 7.077, 4.041], [4.884, 7.082, 4.061], [3.985, 8.060, 5.210]],
  "mulliken_charge": [-0.675, -0.214, 0.551, -1.051, -0.326, 0.648, -0.909, -0.186, -0.762, 0.568, -0.523, -0.497, 0.268, -1.502, 0.413, -0.576, 0.015, 0.090, -0.188, -0.853, 0.020, 0.493, -0.824, 0.647, -0.700, -0.485, -0.487, 0.528, -0.998, -0.342, -0.534, 0.877, -0.721, -0.583, -0.537, 0.315, -0.425, 0.485, 0.198, 0.513, 0.471, 0.077, 0.193, 0.329, 0.379, 0.223, 0.343, 0.431, 0.372, 0.494, 0.020, 0.486, -0.310, 0.058, 0.147, 0.241, 0.233, 0.193, 0.154, 0.370, 0.084, 0.136, 0.355, 0.330, 0.346, 0.623, 0.429, 0.433, 0.272, 0.311, 0.220, 0.378, 0.411, -0.708, -0.322, -0.815, -0.091, -0.336, -0.887, -0.292, -0.447, -0.606, 0.231, 0.294, 0.334, 0.387, 0.392, 0.409, 0.073, 0.097, 0.366, 0.406, 0.405, 0.268, 0.222, 0.231, 0.423, -0.706, -0.374, -0.567, -0.037, -0.381, -0.717, -0.468, -0.430, -0.501, 0.241, 0.297, 0.338, 0.445, 0.127, 0.381, 0.076, 0.113, 0.374, 0.371, 0.364, 0.331, 0.267, 0.139, 0.319],
  "total_charge": 1,
  "lumo_energy_ev": -4.07,
  "homo_ev": -10.0,
  "relative_energy_ev": 15.213
}